{"formula": "C9H14", "method": "wB97M-V/def2-TZVPD", "largest_force_ev_per_a": 1.76, "e_tot_ha": -351.3111, "spin_multiplicity": 1, "smiles": "Cc1ccccc1.CC", "total_charge": 0, "orbital_gap_ha": 0.370, "de_lowest_ev": 0.520, "e_homo_ev": -9.0, "symbols": ["C", "H", "H", "H", "C", "C", "H", "H", "H", "H", "H", "C", "H", "C", "C", "H", "H", "C", "C", "H", "C", "H", "H"], "xyz": [[-1.542, 1.831, 0.228], [-2.435, 2.185, -1.684], [-0.073, -1.014, 1.236], [1.923, -1.047, 0.656], [-1.850, 1.483, -1.103], [-1.561, 0.223, -1.560], [-1.766, 2.866, 0.460], [4.071, -1.347, 1.888], [3.139, -0.308, -0.342], [-0.507, -2.844, -0.544], [-1.181, -2.372, -2.066], [-0.479, -2.056, -1.303], [2.156, 0.745, 0.644], [-0.671, -0.397, 0.584], [3.594, -0.364, 1.789], [-1.747, 0.049, -2.613], [0.565, -1.922, -1.555], [-1.062, 0.879, 1.074], [2.638, -0.232, 0.626], [3.207, -0.127, 2.784], [-0.931, -0.724, -0.727], [4.449, 0.324, 1.726], [-0.851, 1.084, 2.120]], "forces_ev_per_a": [[-1.0464, 0.4626, -1.3383], [0.3905, 0.0547, -0.3159], [-0.3734, -0.4079, 0.0455], [-0.3131, 0.1629, -0.0413], [-0.1476, 0.0177, 1.0744], [0.2850, 0.0182, -0.0704], [0.0555, -0.1894, 0.7072], [-0.3283, 0.0022, -0.2285], [0.1844, -0.0260, 0.1316], [0.0001, 0.1782, 0.0692], [0.4905, 0.0116, -0.6038], [-0.4900, 0.3987, 1.2870], [-0.3127, -0.2020, 0.0004], [-0.6202, 1.4936, 0.2323], [1.4893, 0.1838, 0.6779], [-0.0856, -0.5381, 0.0512], [0.1309, -0.3516, -0.8354], [1.2686, -0.9516, 0.4347], [0.2911, 0.0023, -0.0146], [-0.5915, -0.1333, -0.2275], [-0.0476, -0.3881, -0.5841], [-0.1894, -0.0004, -0.3435], [-0.0404, 0.2017, -0.1084]]}